This record from OMol25 describes a cluster of 2 separate species, C18H22F2N3 in total. The level of theory is ωB97M-V/def2-TZVPD.

Structure (XYZ):
```
45
Properties=species:S:1:pos:R:3:forces:R:3
F 4.783611 -5.873070 2.613379 -1.084 1.247 -1.140
C 3.999570 -4.996926 1.909036 0.751 -0.778 1.054
C 3.389074 -3.961849 2.608229 -0.352 0.406 -0.062
C 2.620661 -3.057208 1.886976 0.143 0.236 -0.073
C 2.420048 -3.156914 0.477412 0.085 -0.460 0.622
C 1.711399 -2.089810 -0.154793 0.316 -0.944 -1.026
C 1.386038 -1.935172 -1.544752 -0.234 0.680 -0.337
C 0.522853 -0.839142 -1.892251 0.187 -0.012 0.211
C 0.106100 -0.587801 -3.194532 0.221 -0.238 0.608
C 0.555730 -1.460965 -4.182534 -0.753 0.522 -1.397
F 0.163003 -1.218694 -5.466890 0.480 -0.376 1.585
C 1.389210 -2.549315 -3.948017 0.474 -0.259 1.032
C 1.838176 -2.739586 -2.642922 -0.091 -0.090 -0.052
C 2.957499 -4.330789 -0.133480 0.409 0.008 0.029
C 3.807314 -5.198126 0.546320 -0.522 0.335 -0.411
H 3.512140 -3.864714 3.687661 0.031 -0.075 -0.377
H 2.146550 -2.212040 2.383147 0.211 -0.192 0.133
H 1.397800 -1.295261 0.528311 -0.136 -0.148 -0.329
H 0.216339 -0.183046 -1.077638 -0.162 0.012 -0.241
H -0.550923 0.249806 -3.435459 0.270 -0.308 0.044
H 1.695476 -3.228189 -4.745883 -0.061 0.441 0.175
H 2.586995 -3.502049 -2.456313 -0.285 0.238 -0.369
H 2.707436 -4.555984 -1.159773 0.197 -0.163 0.262
H 4.291987 -6.027284 0.039362 -0.203 0.060 0.146
C -4.335511 2.857156 0.173431 0.054 0.068 -0.173
N -2.945676 2.451512 0.161236 0.413 0.792 0.739
C -2.644010 1.332942 -0.674641 -0.258 -0.615 -0.727
C -1.834865 2.853480 0.882513 0.912 -0.509 -0.135
N -0.820114 2.028203 0.687362 2.332 0.968 2.353
N -1.778695 4.016625 1.606969 -0.760 -0.008 -0.025
C -2.890216 4.876539 2.012794 0.137 0.170 0.087
C -0.531501 4.542781 2.136013 -0.399 -0.440 -0.259
H -4.515563 3.732503 0.800480 -0.399 -0.952 -0.833
H -4.612048 3.089543 -0.862565 -0.236 0.034 0.217
H -4.958703 2.024285 0.528735 0.033 0.183 -0.063
H -1.547191 1.225168 -0.526035 -1.071 -0.573 -0.805
H -3.162568 0.435086 -0.310965 -0.068 0.014 -0.389
H -2.891101 1.598351 -1.706978 -0.294 -0.355 -0.052
H 0.045720 2.132312 1.278303 -1.649 0.543 -0.747
H -3.849745 4.574454 1.598777 0.836 0.610 0.651
H -2.965291 4.885921 3.111073 -0.037 -0.019 -0.220
H -2.669612 5.906998 1.690494 -0.170 -0.261 0.054
H 0.281236 3.954590 1.714597 0.145 0.370 0.306
H -0.462772 5.589437 1.821644 0.246 -0.119 0.072
H -0.565859 4.506243 3.232169 0.340 -0.044 -0.140
```
Positions in Å, forces in eV/Å.

As for the frontier orbital gap: 4.4 eV. Its largest force on an atom is 0.0671 hartree/bohr. The HOMO energy is -10.3 eV. As for the energy relative to the best compared isomer or geometry (same formula, charge and spin): 18.6 kcal/mol. As for the lowest unoccupied orbital energy: -0.2177 hartree. The spin multiplicity is 1. As for the total charge: +1.

For reference, the Löwdin charges in units of e are: atom 1 (F): 0.09, atom 2 (C): -0.20, atom 3 (C): 0.03, atom 4 (C): 0.02, atom 5 (C): -0.18, atom 6 (C): 0.14, atom 7 (C): -0.16, atom 8 (C): 0.03, atom 9 (C): 0.04, atom 10 (C): -0.20, atom 11 (F): 0.09, atom 12 (C): 0.04, atom 13 (C): 0.02, atom 14 (C): 0.03, atom 15 (C): 0.04, atom 16 (H): 0.14, atom 17 (H): 0.13, atom 18 (H): 0.14, atom 19 (H): 0.11, atom 20 (H): 0.14, atom 21 (H): 0.14, atom 22 (H): 0.10, atom 23 (H): 0.10, atom 24 (H): 0.14, atom 25 (C): -0.05, atom 26 (N): -0.16, atom 27 (C): -0.12, atom 28 (C): -0.39, atom 29 (N): 0.01, atom 30 (N): -0.15, atom 31 (C): -0.05, atom 32 (C): -0.05, atom 33 (H): 0.04, atom 34 (H): 0.10, atom 35 (H): 0.10, atom 36 (H): 0.01, atom 37 (H): 0.09, atom 38 (H): 0.09, atom 39 (H): 0.05, atom 40 (H): 0.04, atom 41 (H): 0.10, atom 42 (H): 0.10, atom 43 (H): 0.07, atom 44 (H): 0.09, atom 45 (H): 0.10